Below is a 7-piece molecular cluster, C28H77N7O7 overall at a distorted geometry, with properties calculated with ωB97M-V/def2-TZVPD.

Each atom is followed by the atoms it is bonded to, with distances in Å.
Atoms and positions in Å:
1 C 5.14973 -8.04509 4.01523  C2 1.490, H7 1.090, H8 1.090, H9 1.090
2 C 4.06633 -7.21738 3.41514  C1 1.490, C3 1.595, N6 1.444, H10 1.090
3 C 3.96955 -7.20108 1.82297  C2 1.595, O4 1.433, H11 1.090, H12 1.090
4 O 4.79395 -6.29257 1.08333  C3 1.433, C5 1.342
5 C 4.64718 -4.97134 1.26482  O4 1.342, H13 1.090, H14 1.090, H15 1.090
6 N 2.82122 -7.56760 4.05714  C2 1.444, H16 1.010, H17 1.010
7 H 5.39198 -8.81183 3.27934  C1 1.090
8 H 4.88223 -8.55983 4.93804  C1 1.090
9 H 5.95406 -7.32804 4.17951  C1 1.090
10 H 4.15904 -6.17142 3.70749  C2 1.090
11 H 2.93709 -7.05338 1.50622  C3 1.090
12 H 4.08022 -8.13946 1.27956  C3 1.090
13 H 3.68912 -4.50278 1.48993  C5 1.090
14 H 5.28425 -4.38853 0.59956  C5 1.090
15 H 5.15643 -4.85509 2.22151  C5 1.090
16 H 2.64783 -8.55018 4.21395  N6 1.010
17 H 2.88159 -7.11799 4.95952  N6 1.010
18 C -7.87098 2.77345 -2.72552  C19 1.578, H24 1.090, H25 1.090, H26 1.090
19 C -8.01711 3.89660 -1.62671  C18 1.578, C20 1.559, N23 1.413, H27 1.090
20 C -6.83111 4.90237 -1.51140  C19 1.559, O21 1.410, H28 1.090, H29 1.090
21 O -5.73919 4.24186 -0.91279  C20 1.410, C22 1.412
22 C -4.67744 5.13994 -0.66596  O21 1.412, H30 1.090, H31 1.090, H32 1.090
23 N -9.34878 4.36306 -1.69201  C19 1.413, H33 1.010, H34 1.010
24 H -6.82336 2.47283 -2.74075  C18 1.090
25 H -8.01375 3.15273 -3.73738  C18 1.090
26 H -8.51067 1.90968 -2.54443  C18 1.090
27 H -7.94521 3.38885 -0.66488  C19 1.090
28 H -7.23925 5.81429 -1.07560  C20 1.090
29 H -6.54390 5.44254 -2.41353  C20 1.090
30 H -3.75524 4.66456 -0.33179  C22 1.090
31 H -4.90912 5.89544 0.08481  C22 1.090
32 H -4.42640 5.64314 -1.59970  C22 1.090
33 H -9.48862 4.96376 -0.89219  N23 1.010
34 H -9.94167 3.55332 -1.57845  N23 1.010
35 C -3.28430 -0.71705 -3.91430  C36 1.520, H41 1.090, H42 1.090, H43 1.090
36 C -2.43670 -1.06555 -2.70177  C35 1.520, C37 1.529, N40 1.468, H44 1.090
37 C -3.24169 -1.57214 -1.50479  C36 1.529, O38 1.416, H45 1.090, H46 1.090
38 O -2.42357 -2.13022 -0.49286  C37 1.416, C39 1.440
39 C -3.13318 -2.91752 0.48257  O38 1.440, H47 1.090, H48 1.090, H49 1.090
40 N -1.54425 -2.14010 -3.15260  C36 1.468, H50 1.010, H51 1.010
41 H -3.79544 0.23524 -3.77293  C35 1.090
42 H -4.12351 -1.41110 -3.96041  C35 1.090
43 H -2.76571 -0.59666 -4.86544  C35 1.090
44 H -1.80680 -0.18403 -2.58234  C36 1.090
45 H -3.90697 -2.35701 -1.86462  C37 1.090
46 H -4.01649 -0.89656 -1.14232  C37 1.090
47 H -3.65160 -3.76449 0.03314  C39 1.090
48 H -3.87732 -2.36464 1.05588  C39 1.090
49 H -2.48035 -3.35458 1.23813  C39 1.090
50 H -2.04064 -2.72895 -3.80601  N40 1.010
51 H -1.26744 -2.49599 -2.24882  N40 1.010
52 C 4.11676 1.39062 -1.40682  C53 1.534, H58 1.090, H59 1.090, H60 1.090
53 C 3.36101 2.10056 -0.27589  C52 1.534, C54 1.574, N57 1.502, H61 1.090
54 C 4.21393 2.66518 0.92046  C53 1.574, O55 1.483, H62 1.090, H63 1.090
55 O 4.88903 1.47191 1.48567  C54 1.483, C56 1.474
56 C 4.08653 0.69919 2.45082  O55 1.474, H64 1.090, H65 1.090, H66 1.090
57 N 2.62801 3.19502 -0.99848  C53 1.502, H67 1.010, H68 1.010
58 H 4.82857 0.68723 -0.97476  C52 1.090
59 H 4.73022 2.08411 -1.98200  C52 1.090
60 H 3.50176 0.87600 -2.14508  C52 1.090
61 H 2.66265 1.45499 0.25668  C53 1.090
62 H 3.46988 3.12849 1.56841  C54 1.090
63 H 4.90433 3.39750 0.50193  C54 1.090
64 H 3.17399 0.24550 2.06411  C56 1.090
65 H 3.79468 1.25671 3.34081  C56 1.090
66 H 4.69663 -0.05787 2.94351  C56 1.090
67 H 3.23011 3.86397 -1.45683  N57 1.010
68 H 2.17916 2.67491 -1.73883  N57 1.010
69 C 0.16847 4.79401 4.45391  C70 1.497, H75 1.090, H76 1.090, H77 1.090
70 C -0.86305 5.37629 3.53878  C69 1.497, C71 1.577, N74 1.409, H78 1.090
71 C -0.37237 6.42340 2.46650  C70 1.577, O72 1.390, H79 1.090, H80 1.090
72 O 0.79342 6.04100 1.81375  C71 1.390, C73 1.412
73 C 0.70863 5.54182 0.49602  O72 1.412, H81 1.090, H82 1.090, H83 1.090
74 N -1.52934 4.31921 2.88827  C70 1.409, H84 1.010, H85 1.010
75 H -0.13935 3.99414 5.12739  C69 1.090
76 H 0.50690 5.65640 5.02823  C69 1.090
77 H 0.97583 4.37720 3.85180  C69 1.090
78 H -1.56696 5.81531 4.24579  C70 1.090
79 H -0.10901 7.37263 2.93308  C71 1.090
80 H -1.08618 6.64072 1.67193  C71 1.090
81 H 0.76837 4.45346 0.49916  C73 1.090
82 H 1.57556 5.76549 -0.12567  C73 1.090
83 H -0.14717 5.92927 -0.05677  C73 1.090
84 H -0.98757 3.55070 2.51953  N74 1.010
85 H -2.41360 4.00309 3.26010  N74 1.010
86 C 3.44829 -2.11192 -3.55059  C87 1.447, H92 1.090, H93 1.090, H94 1.090
87 C 2.04196 -2.33034 -3.81188  C86 1.447, C88 1.500, N91 1.465, H95 1.090
88 C 1.65107 -3.64221 -3.19861  C87 1.500, O89 1.363, H96 1.090, H97 1.090
89 O 2.12972 -3.81815 -1.93480  C88 1.363, C90 1.431
90 C 1.63654 -4.97510 -1.25269  O89 1.431, H98 1.090, H99 1.090, H100 1.090
91 N 1.36834 -1.24720 -3.09192  C87 1.465, H101 1.010, H102 1.010
92 H 3.82637 -1.24394 -4.09075  C86 1.090
93 H 4.00092 -2.98311 -3.90235  C86 1.090
94 H 3.60036 -1.91548 -2.48928  C86 1.090
95 H 1.96073 -2.20383 -4.89146  C87 1.090
96 H 1.87638 -4.44147 -3.90467  C88 1.090
97 H 0.57054 -3.75451 -3.10952  C88 1.090
98 H 2.22391 -5.02900 -0.33608  C90 1.090
99 H 1.68427 -5.88316 -1.85374  C90 1.090
100 H 0.57099 -4.90555 -1.03389  C90 1.090
101 H 0.37641 -1.37798 -3.23001  N91 1.010
102 H 1.39591 -1.63513 -2.15980  N91 1.010
103 C -1.37394 2.13381 0.21817  C104 1.540, H109 1.090, H110 1.090, H111 1.090
104 C -0.46873 1.25842 1.10542  C103 1.540, C105 1.555, N108 1.435, H112 1.090
105 C 0.20589 0.12563 0.28103  C104 1.555, O106 1.433, H113 1.090, H114 1.090
106 O 1.14506 -0.65717 1.02800  C105 1.433, C107 1.402
107 C 1.35513 -1.90112 0.41541  O106 1.402, H115 1.090, H116 1.090, H117 1.090
108 N 0.44830 1.89480 2.00719  C104 1.435, H118 1.010, H119 1.010
109 H -0.81225 2.41010 -0.67417  C103 1.090
110 H -1.72076 3.05224 0.69178  C103 1.090
111 H -2.20641 1.51117 -0.10956  C103 1.090
112 H -1.11723 0.68379 1.76674  C104 1.090
113 H 0.72303 0.56893 -0.56993  C105 1.090
114 H -0.50567 -0.54494 -0.20075  C105 1.090
115 H 1.89461 -1.77092 -0.52273  C107 1.090
116 H 0.50287 -2.57724 0.34748  C107 1.090
117 H 2.11609 -2.43365 0.98590  C107 1.090
118 H 1.06873 1.19623 2.39082  N108 1.010
119 H 0.99923 2.37602 1.31077  N108 1.010

Properties
strongest force on any atom = 3.89 eV/A
highest occupied orbital energy = -7.98 eV
lowest unoccupied orbital energy = 0.513 eV
2S+1 = 1
Kohn-Sham gap = 8.50 eV
ΔE to the lowest compared entry with this formula, charge and spin = 5.726 eV
calculated total energy = -55039.410 eV
SMILES = COC[C@H](C)N.COC[C@H](C)N.COC[C@H](C)N.COC[C@H](C)N.COC[C@H](C)N.COC[C@H](C)N.COC[C@H](C)N